#i
The following is a quantum chemistry calculation of a molecular structure, C34H39N7O2Ti, from the OMol25 dataset.

The geometry in ORCA input format:
```
! wB97M-V def2-TZVPD RIJCOSX def2/J DEFGRID3
* xyz 0 1
Ti 0.31175 -0.27380 0.41664
C -1.28414 -1.20859 2.80161
C -1.76147 0.22612 2.57404
N -0.73617 0.98564 1.84410
C -1.18038 2.08371 0.97922
C -1.75367 1.56990 -0.36510
C -3.21360 2.07357 -0.62516
C -3.29456 1.27765 -2.61560
C -2.37120 0.11367 -2.75702
C -1.56366 -0.35555 -1.78898
C -0.67362 -1.56390 -2.08278
N 0.18295 -2.00225 -0.94810
C -0.23094 -3.24069 -0.24068
C -0.36796 -3.05276 1.27727
N -1.00273 -1.75939 1.47457
N -1.43456 0.18732 -0.52112
H -2.06356 -1.77316 3.32700
H -0.36836 -1.23568 3.39895
H -2.01074 0.70170 3.52730
H -2.66542 0.21078 1.95979
H -0.03306 1.32324 2.49274
H -0.28671 2.66517 0.75276
H -1.89436 2.74044 1.48749
H -3.58686 2.76768 0.12740
H -3.82478 1.46158 -3.54739
H -2.33518 -0.36862 -3.72728
H -0.00604 -1.30130 -2.90454
H -1.29056 -2.40447 -2.41132
H 1.13415 -2.09931 -1.28814
H 0.47386 -4.04719 -0.44956
H -1.19879 -3.54562 -0.64592
H 0.59652 -3.04412 1.78140
H -0.95526 -3.88743 1.67989
H -1.85698 -1.71097 0.92376
C 3.00563 -2.58817 2.63207
C 2.68984 -1.38698 3.47875
C 2.81979 -1.48915 4.85888
C 2.62464 -0.39474 5.68597
C 2.33048 0.83462 5.12382
C 2.18780 0.97591 3.74699
C 1.96684 2.35442 3.17305
C 2.31668 -0.15178 2.91977
N 1.99077 -0.03360 1.55260
C 2.97879 -0.14806 0.59566
O 4.11731 -0.57116 0.80078
C 2.49068 0.21170 -0.74970
C 3.32483 -0.00979 -1.85721
C 2.98566 0.44199 -3.10262
C 1.79104 1.18012 -3.22526
C 0.94419 1.35422 -2.16420
N 1.21022 0.77943 -0.92819
C -0.32493 2.10264 -2.47411
O -0.50039 2.51110 -3.61524
N -1.28786 2.39744 -1.52620
C -2.66902 2.59341 -1.97388
C -3.14533 3.90543 -2.48991
C -2.14329 4.97302 -2.79983
C -4.46438 4.13740 -2.56712
C -5.54035 3.24458 -2.14440
C -5.46785 2.01781 -1.61346
C -4.23141 1.19047 -1.36197
C -4.61425 -0.16829 -0.80837
H 2.65220 -3.50525 3.10937
H 4.08372 -2.66283 2.48899
H 2.58461 -2.50998 1.63172
H 3.09194 -2.44690 5.28858
H 2.72871 -0.49636 6.75847
H 2.22240 1.70874 5.75644
H 2.79016 3.01183 3.45602
H 1.05508 2.82233 3.55926
H 1.92045 2.33097 2.08452
H 4.26753 -0.50218 -1.65207
H 3.63390 0.30684 -3.95622
H 1.50646 1.63006 -4.16459
H -1.38198 4.61251 -3.48740
H -1.63462 5.28104 -1.88138
H -2.63824 5.84753 -3.22162
H -4.78350 5.10470 -2.93880
H -6.53713 3.65931 -2.25137
H -6.40652 1.55070 -1.32905
H -5.27939 -0.04969 0.05157
H -3.73955 -0.73640 -0.49848
H -5.15048 -0.74816 -1.56305
*
```

---

#ii
The following is a quantum chemistry calculation of a molecular structure, C34H39N7O2Ti, from the OMol25 dataset.

The geometry in ORCA input format:
```
! wB97M-V def2-TZVPD RIJCOSX def2/J DEFGRID3
* xyz 0 1
Ti 0.28628 -0.24208 0.40766
C -1.31952 -1.10728 2.80728
C -1.74151 0.34781 2.56898
N -0.67158 1.03275 1.80357
C -1.07625 2.15767 0.92344
C -1.72421 1.60851 -0.38546
C -3.19648 2.08558 -0.60546
C -3.30473 1.25225 -2.59684
C -2.34405 0.11014 -2.76081
C -1.53566 -0.34851 -1.79828
C -0.63249 -1.57081 -2.06473
N 0.22221 -1.96766 -0.89540
C -0.15886 -3.21995 -0.16372
C -0.35824 -2.97834 1.34950
N -1.00778 -1.66810 1.47428
N -1.41256 0.20957 -0.52208
H -2.12134 -1.65277 3.31038
H -0.42170 -1.15462 3.42781
H -1.94718 0.85802 3.51098
H -2.65178 0.36722 1.96629
H 0.05874 1.32124 2.44468
H -0.17489 2.69229 0.63840
H -1.74811 2.85826 1.42602
H -3.57358 2.77288 0.15141
H -3.86314 1.42015 -3.51530
H -2.29960 -0.36284 -3.73603
H 0.01973 -1.33434 -2.90350
H -1.25964 -2.41022 -2.36653
H 1.19247 -2.02076 -1.19545
H 0.58597 -3.99678 -0.32510
H -1.09646 -3.57707 -0.59078
H 0.58754 -2.93955 1.88548
H -0.94931 -3.79372 1.77431
H -1.86185 -1.66753 0.92147
C 2.96566 -2.65638 2.57062
C 2.61214 -1.46944 3.43063
C 2.70424 -1.61420 4.81171
C 2.50100 -0.54534 5.67222
C 2.25527 0.70664 5.14021
C 2.15621 0.89135 3.76191
C 2.03175 2.30094 3.22492
C 2.26007 -0.21381 2.90492
N 1.93907 -0.03192 1.52748
C 2.93723 -0.17554 0.56497
O 4.07433 -0.60184 0.77392
C 2.47965 0.22166 -0.78474
C 3.34935 0.02134 -1.86541
C 3.03180 0.51767 -3.09606
C 1.81778 1.24607 -3.23273
C 0.94462 1.39567 -2.21166
N 1.20767 0.82659 -0.94733
C -0.33124 2.13607 -2.52857
O -0.51154 2.55356 -3.66008
N -1.30251 2.42447 -1.57188
C -2.69508 2.59882 -1.98060
C -3.21169 3.89530 -2.51770
C -2.24346 4.96530 -2.93845
C -4.53214 4.10430 -2.54490
C -5.58647 3.19483 -2.06428
C -5.47642 1.96854 -1.54026
C -4.20998 1.16400 -1.31695
C -4.54823 -0.20143 -0.74477
H 2.61112 -3.58463 3.02711
H 4.04798 -2.71533 2.46008
H 2.57860 -2.57723 1.55798
H 2.95606 -2.58916 5.21558
H 2.56909 -0.68341 6.74382
H 2.16189 1.56650 5.79552
H 2.87057 2.90281 3.57798
H 1.12354 2.80449 3.57363
H 2.05176 2.31983 2.13632
H 4.28161 -0.48660 -1.65785
H 3.70411 0.40725 -3.93572
H 1.54185 1.70053 -4.17446
H -1.39655 4.54466 -3.47387
H -1.85373 5.48511 -2.05770
H -2.74252 5.70174 -3.56817
H -4.87859 5.05363 -2.94033
H -6.59350 3.59282 -2.13588
H -6.39782 1.48498 -1.22786
H -5.30617 -0.10488 0.03768
H -3.66919 -0.68741 -0.32054
H -4.95378 -0.85413 -1.52213
*
```

---

Most stable one: #i, least stable one: #ii.

---

#i
The following is a quantum chemistry calculation of 2 unconnected molecules or ions with the total composition C5H17N2O, from the OMol25 dataset.

The geometry in ORCA input format:
```
! wB97M-V def2-TZVPD RIJCOSX def2/J DEFGRID3
* xyz 1 1
C -1.11125 -1.58354 -0.24833
C -0.87976 -0.09698 0.10319
C 0.58670 0.32145 0.10228
C 0.94992 1.45798 -0.88326
C 0.70936 1.05513 -2.33609
N 1.43032 -0.18882 -2.64194
N -1.50015 0.18882 1.47982
H -0.20327 -1.93988 -0.73021
H -1.27053 -2.21108 0.62729
H -1.92818 -1.70199 -0.95342
H -1.46271 0.45642 -0.63086
H 0.89045 0.74784 1.06267
H 1.20761 -0.47828 -0.29580
H 0.49270 2.42208 -0.63460
H 2.00764 1.68076 -0.69163
H 0.92878 1.81572 -3.07796
H -0.36078 0.82588 -2.34214
H 2.40154 0.05272 -2.72088
H 1.15185 -0.64783 -3.47891
H -0.72531 -0.03497 2.14723
H -1.68741 1.19526 1.52745
H -2.36619 -0.28328 1.74003
H 0.62720 -1.47938 3.96337
H -0.68571 -0.75758 4.11954
O 0.04980 -0.82712 3.49740
*
```

---

#ii
The following is a quantum chemistry calculation of 2 unconnected molecules or ions with the total composition C5H17N2O, from the OMol25 dataset.

The geometry in ORCA input format:
```
! wB97M-V def2-TZVPD RIJCOSX def2/J DEFGRID3
* xyz 1 1
N 2.38809 0.22884 -0.57337
C 2.03691 -0.36666 0.75010
C 0.77693 -1.21277 0.55174
N -0.36401 -0.37651 0.09247
C -1.05918 0.33819 1.18998
C -2.15967 1.31888 0.75045
C -1.34186 -1.23464 -0.69003
H 1.14911 0.95626 -2.09332
H 3.00761 1.00415 -0.40455
H 2.91393 -0.49958 -1.03354
H 2.79728 -1.09240 1.03830
H 1.92753 0.38922 1.51963
H 0.45982 -1.67955 1.48747
H 0.98775 -2.03026 -0.13252
H -0.29906 0.90062 1.73313
H -1.48741 -0.37515 1.89114
H -1.90602 2.03653 -0.02361
H -3.08620 0.77367 0.60523
H -2.28460 1.96566 1.62367
H -1.21982 -2.25810 -0.35473
H -1.13963 -1.17630 -1.75634
H -2.32466 -0.80239 -0.54549
H 0.03008 1.81193 -2.82411
H -0.00492 0.32364 -0.58795
O 0.20198 1.05675 -2.21376
*
```

---

Most stable one: #ii, least stable one: #i.

---

#i
The following is a quantum chemistry calculation of 2 unconnected molecules or ions with the total composition C3H3F3, from the OMol25 dataset.

Results
SMILES: FC(F)F.C#C

The geometry in ORCA input format:
```
! wB97M-V def2-TZVPD RIJCOSX def2/J DEFGRID3
* xyz 0 1
C -1.87677 0.45978 -1.23209
C -1.87231 1.17173 -0.23133
C 1.49439 -0.62532 0.58892
F 1.53391 0.01721 -0.57212
F 2.13116 0.05998 1.48721
F 2.04043 -1.83597 0.36065
H 0.31770 -0.79031 0.80721
H -1.92862 -0.23824 -1.87413
H -1.83989 1.78113 0.66570
*
```

---

#ii
The following is a quantum chemistry calculation of C3H3F3 in the gas phase, from the OMol25 dataset.

Results
SMILES: C=C(F)C(F)F

The geometry in ORCA input format:
```
! wB97M-V def2-TZVPD RIJCOSX def2/J DEFGRID3
* xyz 0 1
C -0.62183 -0.74214 -0.53058
C -0.16412 0.53953 0.15982
C 0.98672 0.64443 0.73564
H -1.38563 -1.27704 0.00599
H 1.31610 1.52264 1.30467
H 1.63364 -0.21304 0.63983
F -1.10370 -0.40571 -1.74628
F 0.47547 -1.54881 -0.71540
F -1.13665 1.48016 0.14632
*
```

---

Most stable one: #ii, least stable one: #i.

---

#i
The following is a quantum chemistry calculation of C3H4N2O2S in the gas phase, from the OMol25 dataset.

The geometry in ORCA input format:
```
! wB97M-V def2-TZVPD RIJCOSX def2/J DEFGRID3
* xyz 0 1
C 0.26472 -0.94775 -0.54260
C -0.95404 -0.79200 -0.21083
C 1.57217 -0.53733 0.04014
N 0.46913 1.57674 0.82993
N -2.12192 -0.15652 0.09062
O -2.35423 0.79133 -0.75810
O -2.84892 -0.48336 1.06854
S 1.54724 1.25435 -0.25028
H 0.25766 -1.73171 -1.41719
H 1.75328 -0.51706 1.14030
H 2.49109 -0.81998 -0.55445
H -0.07621 2.36330 0.56391
*
```

---

#ii
The following is a quantum chemistry calculation of C3H4N2O2S in the gas phase, from the OMol25 dataset.

Results
SMILES: O=C1CN(S)C(=O)N1

The geometry in ORCA input format:
```
! wB97M-V def2-TZVPD RIJCOSX def2/J DEFGRID3
* xyz 0 1
C -0.81250 0.90836 0.54921
C -0.19002 1.67707 -0.61773
C 0.68699 -0.47386 -0.61218
H 0.35652 -2.49987 0.83953
H -0.57687 1.40837 1.49628
H -1.90096 0.86429 0.43031
H 1.22667 0.99926 -2.03798
N -0.18772 -0.38905 0.43414
N 0.66624 0.78633 -1.22740
O -0.40760 2.81910 -0.93546
O 1.34599 -1.43446 -0.94520
S -0.50431 -1.70622 1.49713
*
```

---

#iii
The following is a quantum chemistry calculation of C3H4N2O2S in the gas phase, from the OMol25 dataset.

Results
SMILES: N/N=C1\COC(=O)S1

The geometry in ORCA input format:
```
! wB97M-V def2-TZVPD RIJCOSX def2/J DEFGRID3
* xyz 0 1
C 0.23609 0.56259 -0.31152
C -0.06575 -0.65159 0.65032
C 1.95274 -0.11752 1.40444
H -2.04476 0.47916 -2.68651
H -2.42212 0.66384 -0.99348
H -0.43073 -1.73586 0.24545
H -0.90929 -0.35981 1.24372
N -1.64757 0.33643 -1.70307
N -0.48199 1.06778 -1.33276
O 0.93993 -1.00349 1.39961
O 2.91310 -0.22392 2.14621
S 1.96034 0.98240 -0.06243
*
```

---

Most stable one: #ii, least stable one: #i.